*i*
A structure of composition C41H36N5P2PtS, computed with wB97M-V/def2-TZVPD.

Geometry (Å):
Pt -1.57283 0.30323 -0.28230
N -1.49979 -2.61900 -0.98182
P -1.92292 -1.34310 -2.02368
C -3.26269 -1.88427 -3.07122
C -3.28702 -3.22003 -3.48121
C -4.22087 -3.60920 -4.42580
C -5.12087 -2.68596 -4.94444
C -5.10485 -1.36561 -4.51726
C -4.17301 -0.95675 -3.57777
C -0.54991 -0.94973 -3.11306
C 0.30353 -1.94077 -3.58972
C 1.33416 -1.60084 -4.45387
C 1.49713 -0.28245 -4.85781
C 0.63561 0.70398 -4.39487
C -0.38405 0.37529 -3.51671
C -1.90169 -2.50691 0.33497
C -1.95886 -3.62573 1.17102
C -2.41021 -3.49035 2.45829
C -2.83600 -2.23857 2.91806
C -2.76023 -1.17510 2.06925
N -2.28789 -1.28929 0.79548
H -1.46312 -3.58038 -1.29664
H -2.59182 -3.95885 -3.10278
H -4.24709 -4.63834 -4.75676
H -5.84106 -3.00165 -5.68676
H -5.81987 -0.65698 -4.91077
H -4.16269 0.07397 -3.24453
H 0.17728 -2.97611 -3.29507
H 1.99702 -2.36820 -4.83006
H 2.28516 -0.02741 -5.55319
H 0.74749 1.72583 -4.73172
H -1.07908 1.14861 -3.20199
H -1.65261 -4.58776 0.78311
H -2.45562 -4.35430 3.10801
H -3.23788 -2.10593 3.91169
H -3.10172 -0.19680 2.35995
N 0.27229 0.25866 -0.41989
P 1.63394 0.29944 0.52259
C 2.73342 1.28938 -0.47964
C 4.10336 1.17069 -0.22836
C 4.99593 1.95293 -0.94206
C 4.53021 2.82715 -1.91597
C 3.17166 2.92013 -2.18703
C 2.26716 2.15335 -1.47064
C 2.27614 -1.35970 0.64471
C 2.44194 -1.99672 1.87418
C 2.98986 -3.27100 1.91358
C 3.35701 -3.90481 0.73540
C 3.17861 -3.27469 -0.49362
C 2.63463 -2.00549 -0.54487
C 1.48585 0.93175 2.19698
C 0.34502 0.64490 2.94869
C 0.24574 1.07357 4.26085
C 1.29587 1.77964 4.83766
C 2.43187 2.06933 4.09494
C 2.52983 1.65344 2.77346
H 4.47454 0.46224 0.50283
H 6.05636 1.87182 -0.74661
H 5.23313 3.42701 -2.47802
H 2.81953 3.58648 -2.96288
H 1.21237 2.20452 -1.70690
H 2.17064 -1.50025 2.79644
H 3.14303 -3.76205 2.86472
H 3.78966 -4.89581 0.77133
H 3.47912 -3.77309 -1.40525
H 2.50355 -1.50567 -1.49805
H -0.45831 0.05832 2.51944
H -0.63657 0.84356 4.84412
H 1.23416 2.08769 5.87317
H 3.25745 2.60086 4.54949
H 3.41971 1.89225 2.20712
N -0.06437 5.15481 4.52926
C -1.31053 4.85705 4.12806
S -2.67270 5.49976 4.74253
C -1.40811 3.89791 2.98446
C -0.44057 3.82554 1.98772
C -0.58591 2.91976 0.95701
N -1.64120 2.09340 0.86114
C -2.60367 2.19522 1.80796
C -2.52495 3.06547 2.86154
H 0.06592 5.84437 5.25377
H 0.74844 4.68178 4.17290
H 0.41242 4.49013 1.97390
H 0.14814 2.86277 0.16661
H -3.48693 1.58567 1.66709
H -3.32583 3.12197 3.58610

The net charge is +3. For the HOMO-LUMO gap (alpha / beta), the calculation gives 4.20 / 4.20 eV. For the lowest unoccupied orbital energy (alpha / beta), the calculation gives -10.840 / -10.840 eV.

=====

*ii*
A structure of composition C41H36N5P2PtS, computed with wB97M-V/def2-TZVPD.

Geometry (Å):
Pt -0.00746 0.28837 0.12693
N 2.41140 1.16542 1.66490
P 2.42095 0.58154 0.06657
C 3.93652 -0.32064 -0.17870
C 5.09337 0.12685 0.46453
C 6.30325 -0.46452 0.14643
C 6.35796 -1.49092 -0.79011
C 5.20182 -1.94545 -1.40985
C 3.98327 -1.36096 -1.10828
C 2.46225 1.94762 -1.09801
C 3.16974 3.11611 -0.83054
C 3.19371 4.13473 -1.77207
C 2.53378 3.97863 -2.98307
C 1.83926 2.80559 -3.25643
C 1.79616 1.79344 -2.31341
C 1.53903 0.56386 2.54328
C 1.71867 0.66063 3.92592
C 0.86188 0.00040 4.76952
C -0.16875 -0.78823 4.24090
C -0.30839 -0.84889 2.88785
N 0.51637 -0.17210 2.03795
H 3.25285 1.50198 2.11509
H 5.08379 0.93131 1.18960
H 7.20714 -0.12399 0.63270
H 7.31110 -1.93949 -1.03549
H 5.24822 -2.75736 -2.12226
H 3.08142 -1.71804 -1.59118
H 3.70224 3.24402 0.10522
H 3.74620 5.04272 -1.57069
H 2.57968 4.76479 -3.72473
H 1.34748 2.67345 -4.21114
H 1.29297 0.86328 -2.56206
H 2.54198 1.24765 4.31009
H 0.99843 0.07163 5.84077
H -0.83113 -1.35713 4.87670
H -1.06360 -1.46284 2.42354
N -0.41798 2.06581 -0.00805
P -1.48236 3.20064 0.55230
C -1.75531 4.19950 -0.90340
C -2.24655 5.49388 -0.71266
C -2.52123 6.28638 -1.81436
C -2.28385 5.80346 -3.09576
C -1.76463 4.52886 -3.28286
C -1.49916 3.72140 -2.18908
C -0.66074 4.18103 1.79730
C -1.14522 4.27570 3.10128
C -0.49254 5.09104 4.01577
C 0.64015 5.79411 3.63207
C 1.13356 5.68840 2.33340
C 0.49035 4.88017 1.41534
C -3.02517 2.63474 1.27734
C -3.04246 1.47674 2.05527
C -4.21044 1.06340 2.67176
C -5.37066 1.81694 2.52874
C -5.36092 2.96878 1.75321
C -4.19414 3.37754 1.12134
H -2.39643 5.88948 0.28541
H -2.90933 7.28596 -1.67372
H -2.48901 6.43199 -3.95201
H -1.56046 4.16935 -4.28247
H -1.06388 2.74137 -2.33564
H -2.03670 3.73959 3.40085
H -0.87641 5.18752 5.02221
H 1.14344 6.43260 4.34614
H 2.01108 6.24941 2.04106
H 0.86403 4.80251 0.39994
H -2.13250 0.91020 2.20707
H -4.21769 0.16874 3.28113
H -6.27694 1.51517 3.03739
H -6.25740 3.56750 1.65781
H -4.20547 4.27513 0.51736
N -6.99530 -0.18050 -0.05666
C -6.16783 -1.23747 -0.05689
S -6.64672 -2.79584 -0.00121
C -4.70895 -0.93574 -0.17200
C -4.23703 0.16826 -0.87648
C -2.87870 0.39951 -0.94823
N -1.97415 -0.40636 -0.36711
C -2.43408 -1.50356 0.27979
C -3.76568 -1.79675 0.39727
H -7.99256 -0.32774 -0.04427
H -6.65759 0.76617 -0.01868
H -4.90282 0.83531 -1.40682
H -2.49173 1.24210 -1.50312
H -1.68678 -2.18579 0.66716
H -4.08179 -2.69209 0.91425

The net charge is +3. For the HOMO-LUMO gap (alpha / beta), the calculation gives 4.31 / 4.28 eV. For the lowest unoccupied orbital energy (alpha / beta), the calculation gives -10.718 / -10.753 eV.

=====

Which structure loses on stability? *ii* does.

=====

*i*
A structure of composition CHNOS2, computed with wB97M-V/def2-TZVPD.

Geometry (Å):
C 0.83082 0.10236 0.00440
N -1.19349 -0.16882 -0.41516
O -0.21177 0.87136 -0.27644
S 2.40213 0.44071 0.24928
S -0.11644 -1.40787 0.07082
H -1.71125 0.16225 0.36710

The net charge is 0. For the HOMO-LUMO gap, the calculation gives 8.86 eV. For the lowest unoccupied orbital energy, the calculation gives -0.326 eV.

=====

*ii*
The molecule CHNOS2, computed with wB97M-V/def2-TZVPD.

Geometry (Å):
O -0.69790 -1.51590 -0.69282
C -0.64245 -0.30029 -0.64325
N 0.23650 0.23655 0.16016
S 1.09539 1.51413 0.96981
S 1.14557 -0.41839 1.58559
H -1.13710 0.48390 -1.37949

The net charge is 0. For the HOMO-LUMO gap, the calculation gives 8.48 eV. As for the structure (SMILES): O=Cn1ss1. For the lowest unoccupied orbital energy, the calculation gives -0.792 eV.

=====

Which structure loses on stability? *i* does.